[1]
A single C4H9N molecule. Source: the OMol25 dataset; level of theory: wB97M-V/def2-TZVPD.

Cartesian coordinates (Å):
C: -0.51540 0.05453 -0.16636
C: -1.95705 0.13722 -0.10644
C: 0.16821 -1.12089 0.50648
C: 1.67381 0.83041 -0.88539
N: 0.27285 0.95453 -0.82166
H: -2.32575 0.73166 0.66461
H: -2.51579 0.54011 -0.86406
H: -2.38611 -0.84509 0.05797
H: 0.76874 -1.65626 -0.30685
H: -0.60961 -1.77617 0.73245
H: 0.67507 -0.61833 1.46623
H: 2.01571 1.70519 -1.49122
H: 2.00648 -0.10814 -1.22529
H: 2.39301 1.06415 -0.11012

Calculated values
- LUMO energy (alpha / beta) (Eh) = 0.041 / -0.064
- net charge = 0
- expectation value of S² = 2.006
- 2S+1 = 3

[2]
A molecular structure, C16H15NW. Source: the OMol25 dataset; level of theory: wB97M-V/def2-TZVPD.

Cartesian coordinates (Å):
C: 3.27529 -0.42559 -1.76785
C: 3.18392 0.76562 -0.99021
C: 1.99193 1.43897 -1.33104
C: 1.30795 0.67603 -2.30249
C: 2.09523 -0.47610 -2.60253
W: 1.30320 -1.02033 -0.67462
C: 2.78381 -0.93541 1.84619
C: 3.42328 -2.12047 2.20829
C: 3.56073 -3.41583 1.78192
N: 0.29751 -2.37783 -1.68597
H: 1.68915 2.42976 -0.96942
H: 3.98087 1.14785 -0.35449
H: 0.38634 0.95527 -2.81478
H: 1.92704 -1.18576 -3.39363
H: 4.15272 -1.05077 -1.89223
H: 3.43250 -0.04588 1.75753
H: 0.88414 -3.06670 -1.25947
H: 1.77930 -0.38050 2.04238
H: 4.31106 -4.02346 2.30121
H: 3.21593 -4.06018 0.94840
C: -0.30365 -0.21222 0.12805
C: -1.41397 0.47360 0.33892
C: -2.72373 1.00003 0.57194
C: -3.16795 2.24768 0.04392
C: -4.47711 2.69271 0.23705
C: -5.41395 1.91552 0.94178
C: -4.99558 0.67687 1.45899
C: -3.67938 0.24235 1.30400
H: -2.46897 2.85711 -0.52175
H: -4.79903 3.66498 -0.16866
H: -6.44045 2.26401 1.08285
H: -5.72841 0.05101 1.99277
H: -3.36973 -0.70235 1.74295

Calculated values
- LUMO energy (alpha / beta) (Eh) = -0.022 / -0.040
- net charge = 0
- expectation value of S² = 2.197
- 2S+1 = 3

[3]
2 unconnected molecules or ions with the total composition C25H42N3O4S. Source: the OMol25 dataset; level of theory: wB97M-V/def2-TZVPD.

Cartesian coordinates (Å):
C: -2.15727 -4.50492 -0.69531
C: -2.43044 -3.35833 -1.06854
C: -2.90261 -1.87160 -1.15847
C: -4.21927 -1.55403 -0.25823
C: -4.02142 -0.27660 0.66261
N: -2.69735 -0.31528 1.36744
N: -2.71617 -1.39588 2.23330
C: -1.50000 -0.19544 0.45026
C: -1.41251 1.41082 0.21907
O: -0.44616 1.76356 -0.78041
C: -0.48939 3.21303 -0.87966
C: 0.95315 3.78511 -0.44865
O: 1.18331 5.03482 -1.13604
C: 2.34269 5.70436 -0.58134
C: 3.71631 4.93176 -0.92769
O: 3.95535 4.91713 -2.34309
C: 3.47210 3.71894 -2.97289
C: 4.34927 2.41352 -2.67559
C: -0.10626 -0.67962 1.13344
C: 0.85363 0.35968 1.62575
C: 2.14554 -0.21682 2.19068
C: 2.24974 -1.70927 2.16846
N: 1.35168 -2.68131 1.76026
C: 0.15280 -2.17958 1.23806
C: -1.73773 -0.77928 -1.01925
C: -0.38033 -1.20078 -1.76720
S: -0.55263 -1.23674 -3.60573
C: 1.23157 -1.24615 -4.18716
C: 1.56908 -0.05215 -5.19068
H: -1.81746 -5.47734 -0.23547
H: -3.28771 -1.75641 -2.23186
H: -4.55239 -2.48444 0.31371
H: -5.09571 -1.31275 -0.95151
H: -4.80852 -0.34622 1.48924
H: -4.23880 0.68252 0.11087
H: -2.68414 0.53427 1.97007
H: -2.54547 -2.30184 1.78619
H: -2.05278 -1.30958 3.01368
H: -1.24902 1.96601 1.21343
H: -2.42114 1.81129 -0.16057
H: -1.24387 3.70157 -0.19000
H: -0.67101 3.58677 -1.93366
H: 1.76706 3.02320 -0.68273
H: 0.95361 4.03502 0.66718
H: 2.45023 6.77108 -0.95708
H: 2.26597 5.77428 0.55666
H: 3.74069 3.89876 -0.44600
H: 4.55440 5.51999 -0.41539
H: 2.38710 3.47466 -2.76225
H: 3.55212 3.90000 -4.09924
H: 5.16264 2.29191 -3.46174
H: 4.84521 2.45665 -1.65977
H: 3.67684 1.48710 -2.65703
H: 0.74624 1.47285 1.62910
H: 2.99723 0.41948 2.57531
H: 3.24174 -2.12082 2.55194
H: -0.61430 -2.92690 0.89065
H: -2.11712 0.08517 -1.67349
H: 0.45322 -0.46156 -1.50823
H: 0.00290 -2.21733 -1.43863
H: 1.89068 -1.09490 -3.26590
H: 1.51496 -2.25433 -4.60976
H: 0.67079 0.49980 -5.59276
H: 2.17779 -0.49868 -6.04831
H: 2.28141 0.66708 -4.66603
C: -2.62437 -4.52512 5.22171
C: -1.36029 -3.72678 5.03664
O: -1.33653 -2.52488 5.19861
C: -0.12089 -4.46525 4.63930
H: -3.43714 -3.85495 5.50732
H: -2.89153 -5.02113 4.28611
H: -2.48508 -5.26350 6.01348
H: -0.27524 -4.95800 3.67695
H: 0.13882 -5.20007 5.40397
H: 0.70217 -3.75559 4.54189

Calculated values
- LUMO energy (Eh) = -0.100
- net charge = +1

[4]
2 unconnected molecules or ions with the total composition C3H4FO2. Source: the OMol25 dataset; level of theory: wB97M-V/def2-TZVPD.

Cartesian coordinates (Å):
C: -1.26442 1.09987 -1.61191
C: 0.19508 -0.43046 1.20287
C: 0.73773 -0.45565 -0.21564
O: -0.83564 2.17612 -1.48256
O: -1.94850 0.20016 -1.90426
F: 2.05724 0.16865 -0.18106
H: 0.85140 -0.88045 1.97405
H: -0.00461 0.59989 1.51202
H: -0.75356 -0.97432 1.21459
H: 0.96529 -1.50381 -0.50809

Calculated values
- LUMO energy (Eh) = 0.146
- net charge = -1

So what do the calculations give for F_max? Going down the list: 3.37, 8.12, 4.59, 0.82 eV/Å.